(1)
The following is a quantum chemistry calculation of a molecular structure, C43H40BrCl2INO9P2, from the OMol25 dataset.

The HOMO-LUMO gap is 0.1808 hartree. For the energy above the lowest of the compared OMol25 structures with the same formula, charge and spin, the calculation gives 772.5 kJ/mol.

```
! wB97M-V def2-TZVPD RIJCOSX def2/J DEFGRID3
* xyz -1 1
C -0.12 7.79 6.39
C -0.19 6.65 5.55
C -0.55 5.38 4.51
C -1.67 4.42 5.20
C -2.90 5.17 5.97
C -2.60 5.45 7.60
Cl -3.59 6.66 5.09
O -0.93 6.13 3.27
P 0.12 5.88 1.86
I -1.37 7.35 0.47
C 0.83 7.57 2.40
C 2.33 7.56 3.03
C 3.43 8.17 2.18
C -1.13 4.55 1.34
C -2.65 4.69 1.95
N -3.36 3.50 2.13
C 1.44 5.55 0.49
Br 1.47 3.70 -0.26
C 1.45 6.59 -0.77
C 2.90 6.31 -1.56
O 1.21 4.85 2.80
C 0.82 4.48 4.17
Cl 0.42 2.64 3.92
P 2.15 4.27 5.53
O 1.63 3.21 6.63
O 2.79 5.72 6.22
O 3.51 3.45 4.75
H -0.35 8.77 7.03
H -1.11 3.76 6.03
H -2.16 3.63 4.48
H -3.80 4.38 5.99
H -3.42 4.91 8.28
H -1.56 4.96 7.88
H -2.64 6.59 7.88
H 0.84 8.33 1.48
H 0.10 8.10 3.19
H 2.67 7.19 4.09
H 4.00 9.09 2.70
H 3.65 7.82 1.09
H -1.26 4.66 0.16
H -0.81 3.44 1.52
H -3.24 5.67 2.19
H -2.77 2.69 1.83
H 2.51 5.68 1.02
H 0.63 6.35 -1.61
H 1.50 7.73 -0.49
H 3.60 5.59 -0.97
H 2.72 5.98 -2.69
H 3.49 7.34 -1.64
H 3.79 5.70 6.30
H 4.33 3.97 5.05
C 0.94 0.88 0.45
C 1.20 0.35 1.71
C 1.47 -1.01 1.86
C 1.47 -1.85 0.73
C 1.19 -1.32 -0.53
C 0.94 0.05 -0.67
C 1.15 -2.20 -1.71
O 0.91 -1.74 -2.82
C 1.39 -3.65 -1.54
C 1.29 -4.51 -2.64
C 1.52 -5.87 -2.49
C 1.87 -6.39 -1.24
C 1.96 -5.54 -0.14
C 1.71 -4.17 -0.29
C 1.77 -3.28 0.89
O 2.07 -3.73 1.99
H 0.74 1.95 0.33
H 1.19 1.00 2.59
H 1.67 -1.42 2.85
H 0.74 0.47 -1.66
H 1.02 -4.11 -3.62
H 1.44 -6.54 -3.35
H 2.06 -7.45 -1.12
H 2.22 -5.95 0.84
C -1.29 -12.29 -4.16
C -2.38 -12.78 -4.87
C -2.99 -11.99 -5.85
C -2.51 -10.70 -6.10
C -1.44 -10.20 -5.37
C -0.81 -11.00 -4.40
C -0.96 -8.82 -5.59
O -0.01 -8.38 -4.95
C -1.64 -7.98 -6.59
C -1.23 -6.65 -6.77
C -1.87 -5.85 -7.72
C -2.90 -6.37 -8.50
C -3.31 -7.69 -8.32
C -2.69 -8.49 -7.35
C -3.15 -9.88 -7.14
O -4.06 -10.34 -7.83
H -0.81 -12.91 -3.40
H -2.76 -13.79 -4.67
H -3.84 -12.39 -6.40
H 0.04 -10.62 -3.84
H -0.43 -6.23 -6.17
H -1.55 -4.81 -7.86
H -3.39 -5.75 -9.25
H -4.12 -8.09 -8.93
*
```

(2)
The following is a quantum chemistry calculation of a molecular structure, C43H40Cl2N2O2S2W, from the OMol25 dataset.

The HOMO-LUMO gap (spin up / spin down) is 0.2503 / 0.2342 hartree. As for the expectation value of S²: 2.020.

```
! wB97M-V def2-TZVPD RIJCOSX def2/J DEFGRID3
* xyz 0 3
W -0.70 -0.77 -1.15
C -2.97 1.31 2.32
C -2.78 1.37 0.84
C -2.03 2.43 0.29
C -1.56 3.52 1.23
C -1.78 2.49 -1.09
C -1.05 3.65 -1.72
C -2.31 1.49 -1.94
C -2.29 1.67 -3.44
C -3.09 0.47 -1.40
C -3.96 -0.35 -2.33
C -3.34 0.41 0.00
C -4.29 -0.62 0.51
H -3.86 1.90 2.63
H -2.11 1.70 2.87
H -3.13 0.29 2.68
H -0.72 3.18 1.85
H -2.34 3.82 1.93
H -1.24 4.41 0.71
H -1.76 4.36 -2.16
H -0.37 3.31 -2.49
H -0.45 4.21 -1.01
H -3.22 2.13 -3.77
H -2.17 0.73 -3.96
H -1.46 2.32 -3.76
H -4.83 0.24 -2.61
H -4.30 -1.26 -1.86
H -3.41 -0.64 -3.22
H -5.30 -0.45 0.10
H -4.40 -0.59 1.58
H -3.97 -1.62 0.24
C 2.09 2.83 -0.79
C 2.83 2.77 -1.95
C 2.56 1.81 -2.90
C 1.53 0.89 -2.66
N 0.86 0.89 -1.49
C 1.14 1.86 -0.58
C 1.01 -0.06 -3.64
C 1.64 -0.21 -4.88
C 1.08 -1.03 -5.83
C -0.12 -1.66 -5.56
C -0.70 -1.55 -4.31
C -0.16 -0.75 -3.27
H 2.28 3.59 -0.04
H 3.64 3.46 -2.11
H 3.12 1.80 -3.82
H 0.56 1.84 0.33
H 2.56 0.30 -5.12
H 1.56 -1.16 -6.79
H -0.61 -2.26 -6.31
H -1.59 -2.14 -4.11
S -2.01 -2.66 -1.76
C -0.97 -4.05 -1.42
C -1.49 -5.34 -1.55
C -0.71 -6.45 -1.33
C 0.62 -6.29 -0.97
C 1.15 -5.02 -0.82
C 0.36 -3.88 -1.04
S 1.08 -2.27 -0.81
H -2.53 -5.45 -1.86
H -1.12 -7.45 -1.44
H 1.27 -7.14 -0.80
H 2.19 -4.90 -0.52
Cl 1.09 2.22 5.46
C 2.32 2.54 4.29
C 3.19 3.61 4.42
C 4.16 3.85 3.46
C 4.29 2.97 2.40
C 3.43 1.89 2.28
Cl 3.67 0.76 1.00
C 2.40 1.68 3.19
N 1.48 0.63 3.05
C 1.78 -0.62 3.63
C 2.98 -0.88 4.29
C 3.22 -2.14 4.79
C 2.31 -3.16 4.60
C 1.11 -2.91 3.93
C 0.82 -1.63 3.48
C -0.57 -1.27 2.97
C -0.73 -1.02 1.49
O -1.51 -1.72 0.81
O -0.13 -0.08 0.85
H 3.12 4.25 5.29
H 4.83 4.69 3.56
H 5.08 3.10 1.67
H 1.14 0.53 2.08
H 3.70 -0.10 4.42
H 4.13 -2.34 5.34
H 2.51 -4.15 4.97
H 0.39 -3.71 3.82
H -0.90 -0.38 3.53
H -1.24 -2.08 3.21
*
```

(3)
The following is a quantum chemistry calculation of 6 unconnected molecules or ions with the total composition C43H41BrN3O2PS, from the OMol25 dataset.

The HOMO-LUMO gap is 0.2736 hartree. As for the SMILES: N=[PH2]c1ccc2c(c1)Sc1c(ccc(Br)c1CON=O)N2.c1ccccc1.c1ccccc1.c1ccccc1.c1ccccc1.c1ccccc1.

```
! wB97M-V def2-TZVPD RIJCOSX def2/J DEFGRID3
* xyz 0 1
N 0.12 -2.11 -1.51
P 1.08 -0.81 -1.23
C 0.22 0.80 -1.79
C 0.53 2.28 -1.11
C -0.24 3.68 -1.55
C -1.39 3.66 -2.76
C -1.71 2.18 -3.45
C -0.94 0.79 -3.00
S -3.08 2.22 -4.79
C -4.33 3.45 -4.03
C -3.62 4.75 -3.25
C -4.54 5.89 -2.48
C -6.19 5.66 -2.54
C -6.88 4.41 -3.36
Br -8.89 4.28 -3.38
C -5.96 3.24 -4.13
C -6.65 1.97 -4.96
O -7.52 1.17 -4.05
N -6.73 0.93 -2.97
O -7.39 0.99 -1.93
N -2.11 4.91 -3.21
H -0.77 -1.80 -1.97
H 1.24 -0.74 0.21
H 2.34 -1.06 -1.93
H 1.33 2.32 -0.24
H 0.01 4.73 -1.04
H -1.18 -0.24 -3.51
H -4.03 6.78 -1.91
H -6.90 6.44 -1.98
H -5.84 1.24 -5.41
H -7.32 2.38 -5.85
H -1.81 5.77 -2.70
C 4.27 1.61 3.91
C 4.94 2.82 3.80
C 5.08 3.43 2.56
C 4.55 2.83 1.42
C 3.89 1.60 1.53
C 3.75 0.99 2.77
H 4.16 1.13 4.88
H 5.36 3.30 4.69
H 5.60 4.39 2.47
H 4.65 3.30 0.45
H 3.48 1.13 0.64
H 3.23 0.04 2.86
C 2.17 -4.72 3.34
C 2.84 -3.50 3.23
C 2.98 -2.89 1.99
C 2.45 -3.50 0.85
C 1.79 -4.72 0.95
C 1.65 -5.33 2.20
H 2.06 -5.20 4.31
H 3.26 -3.03 4.12
H 3.50 -1.94 1.90
H 2.55 -3.02 -0.12
H 1.38 -5.20 0.07
H 1.13 -6.28 2.29
C 3.14 -6.65 8.08
C 2.30 -5.84 7.32
C 2.67 -4.53 7.03
C 3.88 -4.02 7.50
C 4.72 -4.83 8.27
C 4.35 -6.14 8.56
H 2.86 -7.67 8.30
H 1.35 -6.23 6.96
H 2.01 -3.90 6.43
H 4.17 -3.00 7.27
H 5.66 -4.43 8.64
H 5.01 -6.77 9.15
C 4.62 -7.50 0.62
C 5.23 -6.58 1.47
C 6.52 -6.81 1.93
C 7.21 -7.96 1.55
C 6.60 -8.89 0.71
C 5.30 -8.66 0.24
H 3.61 -7.32 0.25
H 4.69 -5.68 1.77
H 7.00 -6.09 2.59
H 8.22 -8.14 1.91
H 7.13 -9.79 0.42
H 4.83 -9.38 -0.42
C -7.03 7.84 -5.32
C -6.88 9.12 -5.84
C -7.74 9.57 -6.84
C -8.75 8.74 -7.32
C -8.89 7.45 -6.81
C -8.04 7.00 -5.80
H -6.37 7.49 -4.53
H -6.09 9.77 -5.47
H -7.62 10.57 -7.25
H -9.42 9.09 -8.10
H -9.68 6.80 -7.19
H -8.15 6.00 -5.40
*
```

| no. | largest force on an atom (eV/Å) |
| --- | --- |
| 1 | 9.68 |
| 2 | 0.68 |
| 3 | 5.76 |